# 1
Density functional theory data (ωB97M-V/def2-TZVPD) for a structure of composition C31H26IrN3O2SSbSe4.

## Properties
LUMO (spin up / spin down) = 3.381 / 3.406 eV
Energy = -322735.0567 eV
E_HOMO (spin up / spin down) = -1.7 / -1.7 eV

The geometry in ORCA input format:
```
! RIJCOSX wB97M-V def2-TZVPD def2/J DEFGRID3
* xyz -2 2
Ir -0.46055 -1.83512 0.05568
Sb 1.52731 -6.68623 -0.59187
Se -0.51599 -8.00303 -0.15928
Se 2.40583 -7.60887 -2.80981
Se 0.73892 -3.74127 -0.35572
Se 3.28356 -7.21689 1.06610
S -4.30770 0.74892 0.18151
O 0.04507 -0.76591 -1.75555
O -0.64606 -2.01333 2.07757
N 1.81576 0.04558 -0.46752
N 1.31245 -0.80419 0.50584
N -1.86326 -0.05434 0.15267
C -4.69554 -2.39196 -0.02187
C 0.49805 5.26912 1.57297
C 1.80370 3.51520 0.39324
C 0.18756 -3.43871 3.74966
C -3.16273 3.33436 0.32161
C -4.93544 -3.73580 -0.20546
C 1.72141 -2.02044 2.54122
C 2.07459 -1.09769 1.48321
C 2.81424 1.08886 -2.98168
C 3.15063 1.92497 -4.03800
C 1.22654 -3.91636 4.51817
C -3.85238 -4.59438 -0.41967
C -2.26026 -2.75858 -0.23771
C 0.82200 2.39162 -4.41606
C 2.15654 2.57846 -4.75612
C 0.39547 -2.47727 2.74439
C -3.05479 1.94862 0.26056
C 2.52864 -3.44597 4.33178
C 2.75669 -2.50761 3.35123
C -3.08068 -0.50487 0.10648
C 1.08294 -0.03973 -1.54552
C -1.80705 1.32615 0.23589
C -0.64734 2.09674 0.27684
C -2.55177 -4.12010 -0.42169
C -0.73110 3.47652 0.32629
C 0.48404 1.54029 -3.37242
C 0.55768 5.20515 -0.93285
C 0.52261 4.35180 0.34300
C 1.47904 0.89026 -2.64818
C -3.38042 -1.91299 -0.04916
C -2.00065 4.08259 0.34909
H 0.41940 4.67813 2.48840
H -4.13507 3.81198 0.34064
H 3.76491 -2.14992 3.16744
H -0.55034 1.36613 -3.10254
H 0.30778 1.59111 0.25099
H -5.52185 -1.70996 0.15959
H 4.19001 2.05116 -4.31793
H 3.08036 -0.67839 1.47860
H 3.57453 0.57477 -2.40814
H 3.34800 -3.83548 4.92199
H 1.82293 2.86442 1.26982
H -1.74789 -4.83081 -0.56621
H -2.08370 5.16312 0.37881
H 1.42039 5.85533 1.62043
H 1.91312 2.88862 -0.49384
H -0.31748 5.85520 -1.00594
H -4.02210 -5.65565 -0.56589
H -0.82182 -3.80975 3.87432
H 0.04394 2.89217 -4.98059
H 2.42229 3.22598 -5.58437
H 1.04025 -4.69095 5.25315
H -0.34293 5.96599 1.54655
H 1.45389 5.83300 -0.94054
H 0.58232 4.56141 -1.81576
H 2.66860 4.18205 0.44519
H -5.94714 -4.12325 -0.17308
*
```

# 2
Density functional theory data (ωB97M-V/def2-TZVPD) for a structure of composition C31H26N2P2PbS3.

## Properties
LUMO = -6.556 eV
ΔE to the lowest compared entry with this formula, charge and spin = 33.6 kJ/mol
Energy = -91867.3005 eV
E_HOMO = -13.2 eV

The geometry in ORCA input format:
```
! RIJCOSX wB97M-V def2-TZVPD def2/J DEFGRID3
* xyz 2 1
Pb 0.59548 -0.57655 -3.60638
S 1.26263 -2.13597 -1.34287
S -1.76859 -1.99866 -3.45156
S 5.11254 4.96545 -0.62548
P 0.83394 -0.92096 0.19356
P -1.75988 -1.59285 -1.50881
N 1.72908 1.59611 -2.87783
N 3.34665 6.31001 -2.01356
C -2.85089 -4.03620 1.53803
C -2.43755 -5.28606 1.09851
C 3.81426 5.12417 -1.61780
C 3.08638 0.21214 1.27069
C -1.60191 -4.31346 -0.93217
C 2.98479 1.54680 -2.43211
C 1.86698 0.45393 0.63753
C -0.65452 -1.66847 3.83872
C 0.30316 -1.79036 1.64693
C -0.44993 -3.03420 3.98910
C -2.62533 0.81781 -0.37690
C -5.29929 0.26957 -0.87146
C -2.63826 -2.92207 0.74935
C 1.75733 3.96534 -2.57786
C -1.81133 -5.42422 -0.13101
C 1.13112 2.78366 -2.94544
C -2.98334 -0.36962 -1.00746
C -0.26289 -1.03458 2.67376
C -2.01150 -3.05712 -0.49082
C -3.59974 1.72432 0.00766
C 3.37131 2.57665 1.56735
C 2.15209 2.81270 0.94866
C 0.13066 -3.77805 2.97122
C -4.32851 -0.63754 -1.25382
C 3.68018 2.66658 -2.02743
C 3.06446 3.91870 -2.09508
C 1.40000 1.75529 0.47092
C -0.19144 -0.67799 -1.19504
C -4.93618 1.44907 -0.24132
C 0.50401 -3.16222 1.79159
C 3.84332 1.28009 1.71790
H -3.35128 -3.93294 2.48977
H 0.94029 -3.74683 0.99224
H -0.39003 0.03727 2.57405
H 3.44389 -0.79988 1.41769
H 3.84835 7.13790 -1.73091
H -2.97963 -1.95253 1.08875
H 0.29281 -4.83844 3.09532
H -4.61915 -1.55746 -1.74692
H 0.11358 2.80025 -3.31477
H -5.69775 2.15582 0.05617
H -1.14480 -4.42451 -1.90756
H 1.18738 4.88141 -2.65888
H -0.73792 -3.51847 4.91169
H 2.65935 6.41136 -2.74296
H -1.58974 1.04825 -0.17650
H -1.50873 -6.40096 -0.47868
H 3.45205 0.56937 -2.40518
H 1.79234 3.82477 0.83324
H -2.61904 -6.15855 1.71026
H 3.95957 3.40703 1.93008
H 4.69286 2.59099 -1.66364
H -3.31943 2.64361 0.50075
H -6.34037 0.05809 -1.06482
H 0.46159 1.94332 -0.03257
H 4.79514 1.10484 2.19635
H -1.10063 -1.09499 4.63775
*
```

# 3
Density functional theory data (ωB97M-V/def2-TZVPD) for a structure of composition C31H27BrCl2N6ORuSSi.

## Properties
LUMO (spin up / spin down) = -7.972 / -7.976 eV
ΔE to the lowest compared entry with this formula, charge and spin = 86.6 kJ/mol
Energy = -159940.2181 eV
E_HOMO (spin up / spin down) = -12.6 / -12.6 eV

The geometry in ORCA input format:
```
! RIJCOSX wB97M-V def2-TZVPD def2/J DEFGRID3
* xyz 2 1
Ru 0.01893 1.59126 -0.55574
Br 1.86829 -7.12355 -0.16154
Cl 2.39550 -0.97576 -1.29256
Cl 3.91535 1.39725 -2.11729
S 1.08348 4.59011 -3.87057
Si -2.18296 -1.10923 -4.21232
O 1.60466 1.70364 0.45426
N 0.50899 3.08473 -1.92624
N -0.76778 3.19111 0.31608
N 1.84658 -3.26448 4.48400
N -0.35196 0.08025 0.80859
N 2.07620 -2.06357 4.38761
N -1.12688 5.35777 0.40408
C 1.03148 3.06769 -3.11907
C -1.38570 -0.06271 -2.87686
C -2.25867 5.43145 2.67557
C -2.40743 3.21328 3.65542
C 3.68912 -0.33917 -2.33830
C -0.89536 -1.32230 -5.53668
C -1.40330 3.45314 1.53093
C 1.32043 -6.26913 2.48039
C -0.86871 0.62272 -1.99977
C -1.41798 -0.69888 0.98190
C 1.98714 -1.15675 3.39473
C -2.63594 4.59821 3.70746
C -2.65544 -2.73041 -3.43865
C -0.38914 -1.83512 2.82620
C -3.66438 -0.15636 -4.80209
C 1.91631 -4.10571 3.34686
C 3.01258 -0.21341 3.19711
C 1.35727 -5.36877 3.52908
C 0.08098 4.35164 -1.58223
C -1.47709 -1.65423 1.98921
C -1.63862 4.82633 1.59060
C 0.32204 5.30076 -2.51798
C 0.75649 -1.06170 2.63282
C 2.93119 0.72245 2.18953
C 1.89158 -5.91059 1.26690
C 1.77829 0.81009 1.40815
C 0.71240 -0.07869 1.63401
C -0.61352 4.35829 -0.31109
C 2.52344 -3.76737 2.13515
C -1.79371 2.61838 2.57264
C 2.51065 -4.67297 1.09588
H 0.94732 -5.61900 4.49900
H -2.43720 6.49740 2.71132
H 3.88506 -0.27488 3.83253
H -3.12963 -3.38135 -4.17599
H 2.99374 -4.44218 0.15696
H 3.40805 -0.52855 -3.36669
H 4.60968 -0.84647 -2.07847
H -3.36265 -2.58466 -2.61989
H -4.37107 0.02513 -3.99078
H -2.37409 -2.24382 2.10881
H -2.72721 2.59950 4.48612
H -1.12707 6.33094 0.14134
H -0.43759 -2.56310 3.62547
H -1.63434 1.55096 2.53581
H -3.37818 0.80616 -5.22858
H 0.87322 -7.24517 2.60257
H -2.23707 -0.54136 0.29232
H 0.00888 -1.78803 -5.14002
H -4.18419 -0.72458 -5.57652
H 3.04196 -2.82526 2.01183
H -0.62441 -0.36532 -5.98590
H -3.11990 5.01965 4.57729
H -1.78051 -3.25365 -3.04791
H -1.27652 -1.96721 -6.33137
H 3.74361 1.41453 2.00886
H 0.07971 6.35110 -2.49994
H 1.40555 2.16956 -3.58431
*
```

# 4
Density functional theory data (ωB97M-V/def2-TZVPD) for a structure of composition C31H27Cl2N2O5W.

## Properties
LUMO (spin up / spin down) = -4.083 / -4.366 eV
ΔE to the lowest compared entry with this formula, charge and spin = 44.8 kJ/mol
Energy = -72669.0472 eV
E_HOMO (spin up / spin down) = -10.7 / -11.3 eV

The geometry in ORCA input format:
```
! RIJCOSX wB97M-V def2-TZVPD def2/J DEFGRID3
* xyz 1 3
W 0.09232 0.43940 0.19877
Cl 2.30866 4.34719 1.85912
Cl -1.85190 7.52453 0.65379
O -0.73179 0.29046 1.97578
O -1.54143 1.35943 -0.61779
O 0.69858 -0.24971 -1.47715
O 1.75530 -0.50879 -3.96613
O 0.71680 2.26316 0.61638
N -1.30019 -1.88851 1.66930
N -0.76533 -1.59697 0.41364
C 0.10003 3.42660 0.60996
C 2.54227 -2.14946 -0.01677
C -1.13535 5.95752 0.61993
C 0.74022 4.54332 1.17730
C 0.02850 -2.04821 -4.54531
C 2.40408 -0.15524 1.39120
C 3.57686 -0.07541 -0.74742
C -1.46478 -1.99029 -0.59874
C 3.12156 0.55067 0.40083
C -1.60395 -2.70826 -2.92400
C -2.58574 -0.91325 6.45085
C -1.22116 -0.85262 2.43499
C 0.13429 5.77689 1.18608
C 0.10278 -1.09415 -2.33719
C -2.20452 -2.05445 4.37102
C 1.52720 0.87208 -4.24952
C -1.17946 3.62613 0.04168
C 2.18839 -3.59127 -0.24716
C -1.70246 -0.87419 3.82440
C 0.62902 -1.20524 -3.62766
C -1.00191 -1.87779 -1.96899
C 4.37159 0.67467 -1.77772
C -2.64424 -2.06968 5.68222
C 2.10050 -1.49968 1.14064
C -1.09360 -2.79589 -4.20136
C -2.08564 0.26121 5.90813
C -1.89152 2.56444 -0.56756
C -1.64210 0.28343 4.59532
C 3.29225 -1.43128 -0.92972
C -1.78640 4.90212 0.04738
C 2.25861 0.42419 2.77933
H -1.24811 1.19427 4.16522
H 3.35318 1.59572 0.57390
H 2.61190 -3.95860 -1.18030
H -2.93070 -0.92966 7.47620
H 1.28317 0.23450 3.22285
H 3.64048 -1.92121 -1.83261
H -2.84017 2.79996 -1.05447
H -3.03336 -2.98417 6.10895
H 2.42988 1.49937 2.76969
H 1.19299 1.40541 -3.35646
H 2.47745 1.28155 -4.58133
H -2.45944 -3.30540 -2.63428
H 1.56782 -2.07059 1.89556
H 4.15479 0.29995 -2.77769
H 0.45768 -2.10821 -5.53722
H -2.03976 1.16001 6.50815
H 2.55431 -4.21993 0.56573
H 4.15415 1.74221 -1.74596
H 3.00951 -0.03313 3.42591
H -2.42308 -2.48138 -0.44127
H 5.44192 0.55012 -1.60198
H -2.76391 5.03467 -0.39736
H 0.64590 6.61891 1.63229
H -2.24349 -2.94686 3.76195
H -1.55370 -3.44876 -4.92925
H 0.78675 0.98266 -5.04475
H 1.10409 -3.71781 -0.28988
*
```